# 1
ORCA calculation (the ωB97M-V functional and the def2-TZVPD basis) on C30H43IMgN6O2S3Si as an isolated structure.

Geometry as XYZ:
```
87
C30H43IMgN6O2S3Si the ωB97M-V functional and the def2-TZVPD basis
H 5.66 1.32 -2.37
H 2.39 -0.15 4.19
N 4.05 0.65 -4.18
C 4.66 1.59 -2.04
C 1.78 0.36 -4.89
N -0.66 1.32 -2.31
H -5.45 0.99 0.66
H 3.57 -2.27 1.72
S 3.46 -3.29 -0.98
H 4.48 1.23 -1.03
H 0.26 2.88 5.18
C 0.84 -0.02 -6.01
H 0.23 -3.07 2.00
C 3.23 -1.42 1.11
C -5.31 0.84 1.73
Si -3.95 -0.42 2.03
H -0.74 -3.70 -0.19
S 0.10 -1.96 -1.60
H 0.09 -0.73 -5.67
H 1.50 -3.42 0.82
C -4.42 -2.05 1.23
H -0.74 0.91 -4.31
H -4.53 -1.92 0.15
H -0.32 -0.78 5.59
H -4.47 3.51 -1.06
C -2.07 1.45 -2.29
C 1.31 0.81 -3.62
H 3.52 -0.10 -6.03
C -2.39 0.17 1.28
H 4.60 2.68 -1.98
H 0.66 -3.28 -3.47
C 0.51 2.09 2.54
O 0.11 1.09 -6.52
H -2.44 -0.42 -3.25
H 3.05 -0.92 -0.97
H -1.10 0.76 5.24
C 1.05 0.89 5.55
H 2.97 -3.79 -3.22
H -3.64 -2.80 1.39
H -0.54 1.90 2.62
H 0.97 1.04 6.63
H 2.02 2.83 5.39
Mg 0.32 1.26 -0.39
H 0.81 -4.21 -1.99
C 2.31 0.07 5.26
H -4.62 -1.08 4.33
C -0.20 0.17 5.06
S 1.48 -1.12 1.41
N 2.60 2.45 3.00
H 2.25 -0.89 5.78
C -4.27 0.57 -2.72
H 2.80 -2.07 -2.93
N 1.19 2.10 1.41
C -1.41 0.57 0.67
H -4.90 -0.21 -3.13
H -0.15 -0.07 4.00
C 3.65 1.08 -3.01
C -2.66 2.53 -1.65
C -4.85 1.67 -2.10
C -4.04 2.66 -1.56
H 4.69 -1.32 -0.46
C 0.70 -2.73 1.07
H 1.42 -0.51 -6.80
H -1.20 -2.06 0.30
N 1.37 2.31 3.53
H -5.92 1.75 -2.02
N 2.48 2.33 1.73
H -2.89 -1.35 4.07
I -1.44 3.99 -0.78
H -3.49 0.28 4.36
O 1.97 1.43 -1.41
C 1.05 -3.25 -2.45
H -6.25 0.51 2.17
H 3.72 -0.53 1.51
C 1.16 2.30 4.97
C -2.90 0.46 -2.82
C 3.64 -1.59 -0.35
H 3.21 0.58 5.58
C 3.13 0.27 -5.09
C 2.25 1.11 -2.62
C -0.11 1.01 -3.43
H -5.04 1.80 2.17
C -3.72 -0.67 3.87
C -0.36 -2.69 -0.02
C 2.56 -3.05 -2.53
H -5.36 -2.44 1.62
H 0.74 1.79 -6.72
```

The value obtained for the energy is -98774.8732 eV. The calculation puts the highest occupied orbital energy at -0.2862 Ha. As for the strongest force on any atom: 0.0049 hartree/bohr. The HOMO-LUMO gap comes out at 0.285 hartree. Its energy relative to the best compared isomer or geometry (same formula, charge and spin) is 5.81 kJ/mol.


# 2
ORCA calculation (the ωB97M-V functional and the def2-TZVPD basis) on C30H44AsGaN2O3Si2Te as an isolated structure at a distorted geometry.

Geometry as XYZ:
```
84
C30H44AsGaN2O3Si2Te the ωB97M-V functional and the def2-TZVPD basis
N 0.43 -2.55 0.31
C 4.30 1.66 -1.38
H 1.22 -4.59 -1.09
H 1.91 -0.72 -1.68
H -1.26 -3.74 -2.36
Si -3.66 -3.24 -1.94
H -4.99 0.15 -0.36
C 4.01 -2.50 1.13
H 2.25 -5.06 0.27
O 0.67 0.62 0.54
C 0.08 3.66 -3.16
Si -4.07 0.53 1.96
H -2.23 0.92 0.29
C -2.18 -4.30 -2.42
C 3.13 0.94 -1.14
H 4.26 -3.56 1.22
C 2.58 3.83 3.58
H 2.91 -4.06 -1.02
C 4.97 0.00 -2.97
C -3.60 -1.52 -2.73
C 1.06 3.12 -1.04
H 4.50 -1.96 1.93
H -5.53 0.90 3.95
H -5.30 -5.13 -1.86
As 1.86 1.75 0.05
H -1.71 1.38 1.93
H -4.49 -0.94 -2.49
Ga -0.22 -0.82 1.25
C 0.27 5.01 -2.89
O -0.65 -3.09 -0.18
H -3.92 1.52 4.26
H 0.97 6.46 -1.48
C -2.55 1.39 1.23
C 4.01 2.07 1.96
H 5.71 -0.39 -3.66
H -6.14 -3.59 -1.92
H 0.96 3.57 2.19
C 0.84 5.41 -1.69
C -5.40 0.38 0.63
C 3.77 -0.68 -2.78
H 2.04 4.51 4.22
H -2.89 -1.04 3.49
H -2.09 -5.19 -1.79
C -5.28 -4.13 -2.30
C 2.85 -0.21 -1.86
Te -2.33 -2.57 1.42
H -5.42 -4.26 -3.37
H 4.41 -2.16 0.17
H -0.01 5.75 -3.62
C -4.69 1.42 3.50
C 5.22 1.18 -2.29
H 5.60 2.32 3.36
C 1.99 3.31 2.45
H -4.36 -1.78 2.89
H -3.56 -1.60 -3.82
H -0.38 3.35 -4.09
C 3.89 3.49 3.90
H 3.56 -1.57 -3.35
H 0.35 1.65 -2.44
C -3.85 -2.83 -0.03
H 1.73 4.78 0.16
H 4.47 2.60 -0.85
H -4.40 -3.66 0.41
H 4.35 3.90 4.78
H -4.47 -1.94 0.06
C 2.71 2.44 1.63
H -2.72 -0.96 -2.41
H -5.03 2.42 3.25
H 2.28 -0.49 3.59
C 2.54 -2.30 1.20
C 4.59 2.60 3.10
C 2.02 -4.26 -0.43
H 6.14 1.72 -2.46
N 1.96 -1.54 2.06
H -5.93 1.33 0.54
H -2.30 -4.64 -3.45
O 2.81 -0.80 2.85
C 1.61 -3.04 0.31
H -6.16 -0.37 0.87
C 1.25 4.47 -0.76
C 0.48 2.71 -2.24
H -2.77 2.43 1.00
C -3.48 -1.20 2.59
H 4.55 1.37 1.33
```

The value obtained for the energy is -177194.7427 eV. The calculation puts the highest occupied orbital energy at -0.5188 Ha. As for the strongest force on any atom: 0.0348 hartree/bohr. The HOMO-LUMO gap comes out at 0.269 hartree. The net charge is +2.